[1]
This record from OMol25 describes 4 unconnected molecules or ions with the total composition C62H59F9NO7S2. The level of theory is wB97M-V/def2-TZVPD.

## Properties
**HOMO**: -9.45 eV
**Energy**: -127193.3440 eV

The geometry in ORCA input format:
```
! RIJCOSX wB97M-V def2-TZVPD def2/J DEFGRID3
* xyz 1 1
C -5.14 -1.55 -6.83
C -4.46 -0.29 -7.41
N -2.98 -0.48 -7.57
C -2.24 0.77 -7.36
C -1.68 0.87 -5.94
S -2.89 0.44 -4.66
C -2.48 1.60 -3.32
C -3.07 1.14 -1.97
C -2.05 1.06 -0.81
C -0.96 2.12 -0.87
C -2.82 1.17 0.54
C -2.42 0.11 1.58
C -1.62 0.72 2.73
C -0.78 0.02 3.53
C 0.63 0.48 3.81
C -1.23 -1.23 4.23
C -2.54 -1.23 -4.02
C -1.76 -2.18 -4.94
C -0.49 -2.77 -4.32
F -0.37 -4.01 -4.84
F -0.61 -2.93 -2.99
C 0.87 -2.07 -4.71
F 0.77 -1.57 -5.95
F 1.82 -3.01 -4.75
S 1.55 -0.72 -3.54
F 3.01 -0.95 -4.06
F 1.73 -1.81 -2.42
F 0.05 -0.39 -3.04
F 1.36 0.41 -4.65
F 2.07 0.37 -2.55
C -2.77 -0.97 -8.92
C -2.89 -2.46 -9.12
O -2.55 -0.23 -9.84
H -5.71 -1.34 -5.93
H -5.75 -2.06 -7.56
H -4.36 -2.26 -6.54
H -4.88 -0.11 -8.40
H -4.62 0.58 -6.78
H -2.81 1.66 -7.64
H -1.36 0.77 -8.01
H -0.83 0.20 -5.83
H -1.36 1.89 -5.72
H -2.96 2.52 -3.65
H -1.40 1.71 -3.32
H -3.86 1.84 -1.69
H -3.56 0.17 -2.06
H -1.60 0.06 -0.80
H -1.36 3.12 -1.06
H -0.39 2.12 0.06
H -0.23 1.90 -1.65
H -3.90 1.19 0.38
H -2.57 2.15 0.96
H -1.84 -0.70 1.14
H -3.35 -0.34 1.96
H -1.78 1.78 2.93
H 1.23 -0.38 4.12
H 0.70 1.20 4.63
H 1.07 0.94 2.93
H -0.42 -1.92 4.46
H -1.66 -0.90 5.18
H -2.02 -1.75 3.68
H -2.08 -1.11 -3.04
H -3.53 -1.65 -3.84
H -2.39 -3.04 -5.12
H -1.55 -1.77 -5.92
H -2.66 -3.02 -8.22
H -2.22 -2.73 -9.93
H -3.91 -2.68 -9.43
C 6.74 -1.58 6.59
C 5.73 -1.38 5.66
C 4.57 -0.72 6.02
C 4.41 -0.26 7.32
C 5.41 -0.47 8.26
C 6.58 -1.13 7.89
C 5.25 -0.03 9.68
O 6.12 -0.21 10.50
C 3.97 0.63 10.05
C 3.76 1.00 11.38
C 2.58 1.63 11.74
C 1.60 1.89 10.79
C 1.80 1.52 9.47
C 2.98 0.89 9.10
C 3.16 0.46 7.68
O 2.30 0.69 6.85
H 7.65 -2.09 6.31
H 5.85 -1.75 4.65
H 3.78 -0.56 5.30
H 7.36 -1.28 8.63
H 4.53 0.79 12.11
H 2.42 1.91 12.77
H 0.69 2.39 11.08
H 1.05 1.72 8.72
C -4.11 3.93 -10.51
C -3.36 2.80 -10.17
C -1.98 2.88 -10.10
C -1.34 4.08 -10.38
C -2.08 5.20 -10.74
C -3.47 5.13 -10.79
C -1.41 6.49 -11.08
O -2.06 7.47 -11.39
C 0.08 6.53 -11.04
C 0.73 7.71 -11.41
C 2.11 7.77 -11.36
C 2.85 6.67 -10.94
C 2.20 5.50 -10.58
C 0.82 5.42 -10.64
C 0.15 4.14 -10.27
O 0.78 3.18 -9.89
H -5.18 3.87 -10.56
H -3.85 1.86 -9.97
H -1.39 2.01 -9.85
H -4.04 6.01 -11.06
H 0.14 8.56 -11.73
H 2.62 8.68 -11.65
H 3.93 6.72 -10.91
H 2.77 4.63 -10.26
C 0.07 -3.51 7.19
C 0.78 -2.38 7.58
C 1.44 -2.36 8.79
C 1.39 -3.46 9.63
C 0.67 -4.59 9.25
C 0.01 -4.62 8.03
C 0.57 -5.78 10.15
O -0.06 -6.76 9.83
C 1.26 -5.70 11.47
C 1.14 -6.77 12.36
C 1.79 -6.73 13.58
C 2.56 -5.63 13.93
C 2.68 -4.56 13.06
C 2.02 -4.59 11.83
C 2.14 -3.41 10.92
O 2.81 -2.45 11.21
H -0.45 -3.53 6.24
H 0.82 -1.51 6.93
H 2.00 -1.49 9.11
H -0.54 -5.50 7.74
H 0.55 -7.63 12.07
H 1.69 -7.56 14.27
H 3.07 -5.60 14.88
H 3.27 -3.69 13.32
*
```

---

[2]
This record from OMol25 describes 5 unconnected molecules or ions with the total composition C80H60BrNO13. The level of theory is wB97M-V/def2-TZVPD.

## Properties
**HOMO**: -9.35 eV
**Energy**: -182083.5384 eV
**SMILES**: [H]/N=C(/C)Cc1cc(COC)c(CCCCCCOC(=O)C=C)c2c1C(=O)C(Br)=CC2=O.O=C1c2ccccc2C(=O)c2ccccc21.O=C1c2ccccc2C(=O)c2ccccc21.O=C1c2ccccc2C(=O)c2ccccc21.O=C1c2ccccc2C(=O)c2ccccc21

The geometry in ORCA input format:
```
! RIJCOSX wB97M-V def2-TZVPD def2/J DEFGRID3
* xyz 0 1
C 6.01 -4.26 -4.75
C 6.07 -3.19 -5.53
C 5.88 -3.25 -7.01
O 4.94 -3.82 -7.49
O 6.86 -2.66 -7.71
C 6.45 -2.09 -8.96
C 5.75 -0.73 -8.85
C 6.10 0.07 -7.60
C 5.19 1.28 -7.36
C 4.13 1.10 -6.24
C 3.50 -0.31 -6.33
C 2.13 -0.40 -5.69
C 2.01 -0.99 -4.42
C 3.20 -1.52 -3.66
O 2.99 -1.30 -2.27
C 4.22 -1.01 -1.62
C 0.76 -1.12 -3.83
C -0.38 -0.67 -4.48
C -1.75 -0.86 -3.83
C -1.78 -1.95 -2.77
C -2.16 -1.60 -1.36
N -1.47 -3.15 -3.05
C -0.27 -0.04 -5.73
C 1.00 0.11 -6.35
C 1.07 0.80 -7.67
O 1.94 0.64 -8.50
C -0.02 1.75 -7.98
C -1.21 1.62 -7.42
Br -2.68 2.75 -7.74
C -1.46 0.47 -6.48
O -2.58 0.01 -6.41
H 5.55 -5.20 -5.03
H 6.39 -4.19 -3.74
H 6.28 -2.22 -5.09
H 7.37 -1.96 -9.53
H 5.86 -2.79 -9.55
H 6.09 -0.15 -9.71
H 4.68 -0.88 -8.99
H 7.11 0.47 -7.75
H 6.18 -0.54 -6.70
H 4.72 1.67 -8.27
H 5.84 2.08 -7.00
H 4.59 1.26 -5.27
H 3.33 1.79 -6.42
H 3.37 -0.53 -7.39
H 4.16 -1.08 -5.97
H 3.21 -2.61 -3.81
H 4.14 -1.08 -4.00
H 4.04 -0.97 -0.56
H 4.94 -1.82 -1.81
H 4.62 -0.05 -1.98
H 0.74 -1.57 -2.85
H -2.11 0.10 -3.44
H -2.42 -1.21 -4.61
H -3.16 -1.19 -1.28
H -1.42 -0.89 -0.97
H -2.07 -2.51 -0.78
H -1.21 -3.23 -4.03
H 0.16 2.56 -8.68
C 3.23 10.99 -3.12
C 2.29 10.95 -4.13
C 2.09 9.78 -4.85
C 2.85 8.65 -4.56
C 3.81 8.70 -3.55
C 4.00 9.87 -2.82
C 4.67 7.52 -3.25
O 5.51 7.56 -2.37
C 4.48 6.29 -4.06
C 5.30 5.19 -3.84
C 5.13 4.03 -4.58
C 4.12 3.95 -5.54
C 3.30 5.05 -5.77
C 3.48 6.22 -5.04
C 2.61 7.39 -5.32
O 1.73 7.33 -6.16
H 3.38 11.90 -2.55
H 1.70 11.83 -4.37
H 1.35 9.74 -5.64
H 4.74 9.91 -2.04
H 6.08 5.25 -3.09
H 5.78 3.18 -4.40
H 3.98 3.03 -6.12
H 2.52 5.00 -6.51
C 3.59 -2.56 8.51
C 4.36 -3.08 7.48
C 4.18 -2.63 6.18
C 3.22 -1.66 5.91
C 2.43 -1.16 6.95
C 2.63 -1.60 8.25
C 1.37 -0.15 6.68
O 0.69 0.28 7.59
C 1.15 0.29 5.28
C 0.12 1.18 4.99
C -0.09 1.60 3.69
C 0.73 1.14 2.67
C 1.76 0.25 2.94
C 1.96 -0.19 4.24
C 3.04 -1.18 4.52
O 3.76 -1.58 3.63
H 3.75 -2.91 9.53
H 5.10 -3.84 7.68
H 4.77 -3.03 5.37
H 2.03 -1.20 9.06
H -0.52 1.53 5.79
H -0.89 2.29 3.47
H 0.57 1.48 1.65
H 2.39 -0.11 2.15
C -8.33 -0.61 0.71
C -9.26 -0.96 1.68
C -8.93 -1.86 2.67
C -7.66 -2.43 2.69
C -6.73 -2.10 1.71
C -7.07 -1.18 0.72
C -5.38 -2.73 1.68
O -4.59 -2.43 0.80
C -5.05 -3.74 2.72
C -3.83 -4.39 2.69
C -3.52 -5.32 3.67
C -4.42 -5.61 4.69
C -5.65 -4.97 4.72
C -5.97 -4.04 3.73
C -7.31 -3.39 3.77
O -8.10 -3.64 4.66
H -8.59 0.11 -0.06
H -10.25 -0.52 1.66
H -9.65 -2.13 3.43
H -6.34 -0.91 -0.04
H -3.12 -4.17 1.90
H -2.56 -5.83 3.64
H -4.18 -6.33 5.45
H -6.36 -5.18 5.50
C -9.34 -2.80 10.51
C -9.04 -3.66 9.46
C -7.82 -3.56 8.81
C -6.90 -2.59 9.20
C -7.22 -1.71 10.24
C -8.43 -1.83 10.90
C -6.27 -0.63 10.64
O -6.54 0.13 11.54
C -4.98 -0.51 9.89
C -4.11 0.52 10.21
C -2.90 0.64 9.54
C -2.56 -0.28 8.55
C -3.43 -1.31 8.23
C -4.65 -1.42 8.89
C -5.59 -2.51 8.50
O -5.30 -3.31 7.63
H -10.29 -2.88 11.03
H -9.75 -4.41 9.16
H -7.58 -4.23 8.00
H -8.67 -1.15 11.71
H -4.38 1.23 10.98
H -2.22 1.44 9.79
H -1.61 -0.20 8.04
H -3.17 -2.02 7.46
*
```